{
  "formula": "C9H13N2O2",
  "method": "wB97M-V/def2-TZVPD",
  "energy_ev": -16607.2152,
  "de_lowest_ev": 4.869,
  "total_charge": 1,
  "orbital_gap_ev": [5.67, 7.64],
  "species": ["C", "C", "C", "C", "C", "C", "C", "C", "C", "N", "N", "O", "O", "H", "H", "H", "H", "H", "H", "H", "H", "H", "H", "H", "H", "H"],
  "positions_angstrom": [[-1.840, 0.490, -1.533], [-2.805, -0.382, -0.967], [-0.644, 0.315, -0.812], [-2.160, -1.125, 0.031], [2.598, -1.437, 0.065], [2.093, -0.571, 1.216], [2.034, 0.609, -0.835], [-2.625, -2.168, 0.941], [2.364, 1.853, -1.696], [2.617, -0.568, -1.006], [1.835, 0.725, 0.611], [2.859, -2.627, 0.098], [-0.861, -0.741, 0.084], [-2.173, 1.254, -2.330], [-3.826, -0.667, -1.050], [1.097, -0.945, 1.598], [2.678, -0.567, 2.131], [-3.489, -2.731, 0.583], [-1.867, -2.911, 1.129], [-2.956, -1.695, 1.799], [1.465, 2.478, -1.804], [2.786, 1.473, -2.680], [3.135, 2.300, -1.159], [2.855, -1.024, -1.852], [0.796, 0.969, 0.458], [2.504, 1.430, 1.036]],
  "atomic_forces_ev_per_a": [[-1.1247, 0.8447, -0.9597], [1.5399, -1.4171, 2.0415], [-0.0518, 0.4368, 0.5118], [0.2978, 1.1681, -2.2527], [-0.0545, -1.7958, 1.6192], [-2.1785, -1.9588, 1.3398], [-0.7659, 1.2739, -1.8458], [-0.0509, -1.0389, -1.3013], [-1.4494, -2.8874, -0.6805], [0.9802, -1.9992, -0.1911], [0.5195, 2.3177, -0.0018], [-0.2917, 2.4160, -0.4188], [0.3592, -0.0669, -0.2621], [1.2931, -1.3675, 1.3784], [-0.7983, 0.7817, -0.9641], [0.9854, 0.0052, -0.7672], [0.5878, 0.3682, -0.3661], [0.0378, 0.3266, -0.4151], [0.4412, -0.0421, 0.3294], [-0.4641, 0.6869, 2.2670], [0.5782, -0.1466, -0.0871], [-0.7740, 0.6776, 1.1479], [1.4727, 1.4485, 0.7087], [0.1608, 0.1422, -1.3396], [0.1482, 0.1990, 1.1164], [-1.3981, -0.3726, -0.6071]]
}

=====

{
  "formula": "C3H12NO2S",
  "method": "wB97M-V/def2-TZVPD",
  "energy_ev": -19724.8701,
  "de_lowest_ev": 2.936,
  "total_charge": -1,
  "orbital_gap_ev": 5.03,
  "species": ["C", "N", "C", "C", "S", "H", "H", "H", "H", "H", "H", "H", "H", "H", "H", "O", "H", "H", "O"],
  "positions_angstrom": [[1.604, -0.921, 1.308], [0.299, -0.373, 0.906], [0.330, 1.068, 0.601], [1.236, 1.556, -0.632], [2.977, 1.635, -0.179], [1.680, -1.943, 1.365], [2.180, -0.512, 2.257], [2.165, -0.696, 0.365], [-0.099, -0.944, 0.215], [-0.660, 1.329, 0.380], [0.567, 1.729, 1.514], [0.783, 2.548, -1.079], [1.206, 0.688, -1.288], [-1.090, -1.579, 3.626], [-1.240, -0.440, 2.801], [-1.897, -0.987, 3.263], [-3.785, -0.132, -5.374], [-2.704, -1.010, -4.737], [-3.552, -1.016, -5.311]],
  "atomic_forces_ev_per_a": [[1.8818, 2.8165, -1.2897], [0.4233, 1.3493, 3.4536], [1.4558, 1.0665, -0.0510], [-0.9361, 0.0457, 1.2913], [0.6788, 0.8944, -0.0881], [-0.8071, -2.7524, 0.4397], [-1.6541, -0.1771, -2.0575], [0.9986, -0.0825, 1.4837], [-0.5115, -0.4400, -1.1992], [-1.8289, 0.3385, -0.5168], [0.1002, -1.3854, -1.0399], [0.7588, -1.9617, 0.6462], [-0.6314, 0.3404, -0.8498], [-3.1777, 1.3172, -0.7597], [-0.5285, 0.6543, -0.9359], [3.7664, -2.0273, 1.4628], [-0.7150, 2.7217, -0.1800], [-2.1683, -0.0270, -1.4574], [2.8947, -2.6913, 1.6477]]
}

=====

{
  "formula": "C18H45BO11P",
  "method": "wB97M-V/def2-TZVPD",
  "energy_ev": -51882.2939,
  "total_charge": -1,
  "orbital_gap_ev": 6.46,
  "species": ["C", "C", "O", "P", "C", "O", "C", "C", "B", "O", "O", "C", "O", "H", "H", "H", "H", "H", "H", "H", "H", "H", "H", "H", "H", "H", "H", "H", "H", "H", "C", "O", "C", "C", "O", "C", "C", "O", "C", "H", "H", "H", "H", "H", "H", "H", "H", "H", "H", "H", "H", "H", "H", "C", "O", "C", "C", "O", "C", "C", "O", "C", "H", "H", "H", "H", "H", "H", "H", "H", "H", "H", "H", "H", "H", "H"],
  "positions_angstrom": [[-1.176, -5.116, 5.102], [-2.203, -5.563, 4.046], [-1.696, -6.498, 3.144], [-1.679, -6.123, 1.467], [-2.803, -7.583, 1.085], [-0.249, -7.095, 1.151], [0.626, -6.348, 0.367], [0.313, -4.820, 0.645], [1.724, -4.158, 0.776], [2.389, -4.060, 1.985], [2.415, -3.745, -0.358], [1.815, -2.837, -1.261], [-0.487, -4.834, 1.790], [-1.530, -5.370, 6.101], [-0.219, -5.591, 4.901], [-1.053, -4.034, 5.054], [-2.588, -4.689, 3.511], [-3.051, -6.030, 4.565], [-2.792, -5.203, 1.577], [-1.674, -5.801, 0.049], [-2.847, -8.297, 1.906], [-2.484, -8.082, 0.170], [-3.811, -7.187, 0.931], [0.526, -6.576, -0.702], [1.650, -6.592, 0.681], [-0.227, -4.333, -0.179], [2.647, -3.155, 2.173], [0.885, -3.226, -1.679], [2.515, -2.664, -2.076], [1.610, -1.877, -0.780], [-0.352, -1.613, 3.731], [-0.470, -0.658, 2.694], [-1.169, -1.191, 1.577], [-1.744, -0.083, 0.731], [-2.940, 0.487, 1.249], [-2.795, 1.410, 2.311], [-2.362, 2.790, 1.866], [-0.967, 2.833, 1.636], [-0.582, 3.930, 0.848], [0.160, -2.522, 3.397], [0.210, -1.150, 4.542], [-1.340, -1.898, 4.111], [-1.971, -1.860, 1.909], [-0.453, -1.774, 0.982], [-2.030, -0.518, -0.229], [-0.989, 0.687, 0.550], [-2.120, 1.033, 3.082], [-3.796, 1.507, 2.740], [-2.625, 3.520, 2.647], [-2.905, 3.055, 0.949], [-1.054, 3.890, -0.142], [0.499, 3.879, 0.726], [-0.840, 4.886, 1.324], [0.823, 9.051, -4.176], [1.072, 7.677, -4.341], [1.925, 7.409, -5.437], [2.537, 6.032, -5.322], [3.613, 5.958, -4.403], [3.272, 5.857, -3.029], [2.834, 4.475, -2.604], [1.491, 4.239, -2.976], [1.157, 2.870, -2.923], [0.333, 9.482, -5.058], [0.163, 9.162, -3.318], [1.751, 9.605, -3.988], [2.729, 8.156, -5.483], [1.350, 7.464, -6.373], [2.973, 5.789, -6.293], [1.765, 5.293, -5.094], [2.512, 6.593, -2.754], [4.192, 6.091, -2.491], [2.936, 4.391, -1.512], [3.493, 3.729, -3.066], [1.773, 2.282, -3.613], [0.112, 2.776, -3.211], [1.283, 2.468, -1.911]],
  "atomic_forces_ev_per_a": [[-0.2870, 0.1148, -0.2261], [0.0410, -0.1948, 0.0424], [0.1699, 0.0241, 0.0214], [-0.4037, -0.4071, -0.5251], [-0.0221, 0.1585, 0.0370], [-0.0925, -0.0141, 0.0587], [-0.1251, -0.1136, 0.1387], [0.6287, 0.2651, 0.4483], [-0.1337, -0.0696, 0.2434], [-0.4078, 0.0057, 0.1498], [0.1177, 0.6333, 0.2017], [-0.0060, -0.2829, -0.2006], [-0.3986, 0.2993, -0.4933], [0.1765, -0.0491, 0.1110], [0.0465, -0.0205, 0.0259], [0.1969, 0.0348, 0.1000], [-0.0598, 0.0379, -0.0056], [-0.1211, 0.0812, -0.0035], [0.1158, 0.0730, 0.5293], [-0.0207, 0.1500, -0.0048], [0.0804, -0.0815, -0.0105], [0.0619, -0.0715, 0.0060], [-0.0489, 0.0113, -0.0136], [0.0308, 0.0296, -0.0593], [0.0593, -0.0352, -0.1024], [-0.0441, -0.3716, -0.2653], [0.4720, -0.0594, -0.1171], [-0.0589, -0.0077, -0.0059], [0.0404, -0.0028, -0.0415], [-0.0204, 0.0369, 0.0335], [0.0852, -0.0594, 0.0400], [-0.2246, 0.1013, 0.0978], [0.2871, 0.0068, 0.1026], [0.0756, -0.0637, -0.1032], [0.0018, 0.0560, -0.0258], [-0.0398, -0.0104, 0.0538], [0.0087, 0.0404, 0.0145], [0.0034, -0.0645, -0.0668], [0.0435, -0.0171, 0.0110], [-0.0593, -0.0196, -0.0202], [0.0375, 0.0159, -0.0325], [-0.0051, -0.0398, -0.0351], [0.0322, -0.0573, -0.0494], [-0.2087, -0.1498, -0.1051], [-0.0132, 0.0210, -0.0018], [0.0063, -0.0039, 0.0509], [0.0434, 0.0176, -0.0369], [0.0152, -0.0198, 0.0346], [-0.0263, 0.0195, -0.0322], [-0.0054, -0.0044, 0.0043], [-0.0032, 0.0530, 0.0024], [0.0024, 0.0218, -0.0043], [-0.0228, -0.0057, -0.0070], [-0.0828, 0.0000, -0.0344], [0.1264, -0.0094, 0.0922], [-0.0475, 0.0292, -0.0230], [-0.0151, -0.0290, -0.0641], [-0.0028, 0.0213, 0.0016], [0.0263, 0.0060, 0.0611], [-0.0322, -0.0193, 0.0419], [0.0454, -0.0092, -0.1512], [-0.0611, 0.0056, 0.1109], [0.0076, -0.0008, -0.0006], [-0.0060, 0.0039, -0.0022], [0.0024, -0.0004, -0.0128], [0.0111, -0.0147, -0.0061], [0.0281, 0.0490, -0.0114], [-0.0121, -0.0364, 0.0056], [-0.0186, 0.0393, 0.0373], [-0.0310, -0.0355, -0.0129], [-0.0090, 0.0308, -0.0022], [0.0212, -0.0459, -0.0075], [0.0172, 0.0144, 0.0026], [0.0171, 0.0078, 0.0114], [-0.0052, 0.0024, 0.0086], [-0.0011, -0.0211, -0.0094]]
}

=====

{
  "formula": "C21H30N2O4S",
  "method": "wB97M-V/def2-TZVPD",
  "energy_ev": -44268.7851,
  "de_lowest_ev": 1.282,
  "smiles": "COc1ccc(N2CCN(S(=O)(=O)C[C@]34CC[C@H](CC3=O)C4(C)C)CC2)cc1",
  "orbital_gap_ev": 8.05,
  "species": ["C", "O", "C", "C", "C", "C", "C", "C", "H", "H", "N", "C", "H", "C", "N", "S", "O", "O", "C", "C", "C", "O", "C", "H", "H", "C", "H", "C", "H", "H", "C", "H", "H", "C", "C", "H", "H", "H", "C", "H", "H", "H", "H", "H", "C", "C", "H", "H", "H", "H", "H", "H", "H", "H", "H", "H", "H", "H"],
  "positions_angstrom": [[3.354, -4.225, -6.175], [2.230, -4.838, -5.598], [1.411, -4.075, -4.811], [0.313, -4.728, -4.250], [-0.570, -4.053, -3.441], [-0.395, -2.697, -3.137], [0.697, -2.053, -3.716], [1.584, -2.726, -4.541], [2.413, -2.175, -4.958], [0.886, -1.008, -3.529], [-1.352, -2.043, -2.354], [-1.753, -2.654, -1.104], [-2.764, -2.309, -0.865], [-0.801, -2.248, 0.030], [-0.814, -0.804, 0.145], [-0.095, -0.159, 1.520], [-0.150, -1.147, 2.562], [1.186, 0.398, 1.198], [-1.326, 1.131, 1.930], [-0.724, 2.437, 2.374], [0.232, 3.057, 1.366], [0.214, 2.888, 0.176], [1.051, 4.060, 2.149], [2.089, 3.735, 2.194], [1.034, 5.037, 1.666], [0.365, 4.037, 3.518], [0.948, 4.499, 4.313], [-1.023, 4.661, 3.317], [-1.510, 4.855, 4.271], [-0.958, 5.608, 2.781], [-1.765, 3.587, 2.502], [-2.065, 3.948, 1.517], [-2.660, 3.228, 3.007], [0.044, 2.538, 3.713], [-0.812, 2.234, 4.943], [-1.019, 1.167, 4.985], [-0.260, 2.504, 5.841], [-1.758, 2.765, 4.956], [1.289, 1.662, 3.818], [1.910, 1.703, 2.930], [1.002, 0.621, 3.951], [1.878, 1.971, 4.680], [-1.893, 1.267, 1.012], [-1.954, 0.679, 2.692], [-0.372, -0.162, -1.078], [-1.305, -0.604, -2.212], [-2.322, -0.274, -1.971], [-1.013, -0.147, -3.156], [0.666, -0.443, -1.298], [-0.404, 0.918, -0.930], [0.210, -2.618, -0.196], [-1.120, -2.655, 0.989], [-1.761, -3.738, -1.194], [-1.424, -4.585, -3.051], [0.169, -5.773, -4.474], [3.859, -5.007, -6.742], [3.069, -3.415, -6.854], [4.037, -3.835, -5.413]],
  "atomic_forces_ev_per_a": [[0.1532, 0.0885, -0.0804], [-0.2961, -0.0826, 0.1740], [-0.0348, 0.0658, 0.0348], [0.2012, 0.0293, -0.0629], [0.1080, -0.0084, 0.0102], [0.2274, -0.0388, -0.3138], [-0.2779, 0.0300, 0.2484], [0.2564, -0.3023, -0.2937], [0.0825, 0.0111, -0.0522], [-0.0067, 0.0890, 0.0539], [-0.3463, 0.1265, -0.0402], [0.2123, 0.0294, 0.3379], [0.0154, -0.0900, 0.0466], [-0.1314, -0.6116, 0.1950], [0.2477, 0.2993, 0.7654], [-0.6671, -0.2473, -0.1432], [-0.2321, -0.2103, 0.0296], [-0.0965, 0.1058, -0.2640], [0.6833, -0.1191, -0.3121], [-0.0815, -0.2753, -0.0723], [-0.0562, 0.1352, 0.0778], [-0.0116, 0.0740, -0.1494], [0.2592, 0.2829, 0.0114], [0.0526, -0.0532, -0.0317], [-0.0022, -0.0191, -0.0440], [-0.0086, 0.1314, 0.0334], [0.0464, -0.0538, 0.0547], [0.0579, 0.1627, 0.1608], [-0.0393, 0.0184, -0.0068], [-0.0134, 0.0407, 0.0266], [-0.1479, -0.1061, -0.0897], [-0.0702, -0.0657, -0.0080], [-0.0317, -0.0199, 0.0128], [0.1119, -0.0142, 0.2192], [0.0371, 0.1241, -0.2746], [-0.0505, -0.1248, 0.0671], [0.0402, 0.0000, 0.1217], [-0.1505, 0.0697, 0.0472], [-0.0017, 0.1656, -0.0920], [0.1353, 0.0116, 0.0487], [0.0765, -0.0794, 0.0898], [0.0367, 0.0092, 0.1196], [-0.1055, 0.0426, -0.0258], [-0.1016, -0.0782, 0.0138], [0.0158, 0.3755, -0.5571], [0.1590, 0.1225, 0.1536], [0.0619, 0.0789, -0.0386], [-0.0286, 0.0259, 0.0392], [-0.0591, 0.0545, -0.0135], [0.0238, 0.0303, -0.1779], [-0.0698, -0.0273, 0.0160], [0.0107, -0.1708, -0.1136], [-0.0507, 0.0528, 0.0313], [-0.0979, -0.0348, 0.0175], [-0.0345, -0.1299, -0.0295], [0.0053, 0.0936, 0.0220], [0.0150, -0.0166, 0.0356], [-0.0308, 0.0024, -0.0285]]
}